1.
Here is C28H29N5O2SeV as an isolated structure from OMol25. Energies are from wB97M-V/def2-TZVPD.

Output
<S²>: 2.021
LUMO (alpha / beta): -3.575 / -3.785 eV
Net charge: +1
Total energy: -132083.587 eV
HOMO energy (alpha / beta): -11.02 / -11.09 eV
Multiplicity: 3

XYZ file:
```
66
Properties=species:S:1:pos:R:3:nbo_charge:R:1
V -0.2712 0.0275 -0.4128 1.35
C -1.0266 -2.3812 -2.2379 -0.61
C -2.3937 -1.7385 -2.3437 -0.02
C -3.2193 -2.0021 -3.4253 -0.21
C -4.4620 -1.3945 -3.5234 -0.17
C -4.8618 -0.4816 -2.5612 -0.21
C -4.0571 -0.1820 -1.4648 0.02
C -4.4868 0.8838 -0.4884 -0.64
C -2.8414 -0.8647 -1.3449 0.08
N -1.9985 -0.7102 -0.1911 -0.77
C -2.4778 -0.9625 1.0808 0.64
O -3.5870 -1.2689 1.4333 -0.55
C -1.3257 -0.8429 2.0580 0.13
C -1.3074 -1.2018 3.3885 -0.20
C -0.0860 -1.1865 4.0534 -0.14
C 1.0837 -0.8593 3.3672 -0.16
C 0.9732 -0.4936 2.0456 0.10
N -0.2130 -0.4577 1.4412 -0.50
C 2.0950 -0.2903 1.0510 0.65
O 3.2370 -0.0991 1.3895 -0.57
N 1.5906 -0.3862 -0.2453 -0.80
C 2.5357 -0.6593 -1.3138 0.18
C 2.5205 0.1297 -2.4691 -0.06
C 1.4236 1.1338 -2.7346 -0.56
C 3.5237 -0.0307 -3.4148 -0.20
C 4.5076 -0.9890 -3.2456 -0.19
C 4.4401 -1.8479 -2.1621 -0.19
C 3.4471 -1.7164 -1.1956 -0.02
C 3.3703 -2.7311 -0.0816 -0.64
H -0.8932 -3.1381 -3.0090 0.25
H -0.8784 -2.8630 -1.2715 0.23
H -0.2123 -1.6568 -2.3929 0.19
H -2.8881 -2.6914 -4.1948 0.22
H -5.1112 -1.6216 -4.3600 0.22
H -5.8176 0.0226 -2.6592 0.22
H -5.2432 1.5230 -0.9420 0.23
H -3.6427 1.5095 -0.1918 0.21
H -4.9096 0.4413 0.4135 0.25
H -2.2293 -1.5105 3.8652 0.26
H -0.0342 -1.4770 5.0972 0.24
H 2.0642 -0.9213 3.8221 0.25
H 1.5935 2.0903 -2.2435 0.24
H 0.4420 0.7649 -2.4210 0.14
H 1.3273 1.3143 -3.8032 0.25
H 3.5263 0.5971 -4.3006 0.22
H 5.3028 -1.0909 -3.9745 0.23
H 5.1685 -2.6436 -2.0543 0.22
H 3.6738 -3.7096 -0.4518 0.23
H 2.3580 -2.8226 0.3142 0.20
H 4.0324 -2.4636 0.7452 0.24
C -2.0402 2.6000 2.9262 -0.40
N -0.5746 2.6411 2.8231 -0.34
C 0.3070 2.7688 3.8837 -0.05
C 1.5454 2.8460 3.3584 -0.05
N 1.4075 2.7652 1.9855 -0.33
C 2.5003 2.9098 1.0152 -0.40
C 0.1121 2.6254 1.6715 0.28
Se -0.6039 2.4253 -0.0517 -0.08
H -2.3141 2.7495 3.9654 0.23
H -2.4269 1.6498 2.5842 0.23
H -2.4709 3.3877 2.3180 0.24
H -0.0238 2.8048 4.9081 0.25
H 2.5055 2.9566 3.8363 0.26
H 3.4419 2.7421 1.5269 0.24
H 2.4793 3.9058 0.5818 0.23
H 2.3939 2.1724 0.2273 0.24
```



2.
Here is a 13-piece molecular cluster, C4H33NO13S2 overall from OMol25. Energies are from wB97M-V/def2-TZVPD.

Output
LUMO: -0.038 eV
Net charge: 0
Total energy: -54460.080 eV
HOMO energy: -9.33 eV
Multiplicity: 1

XYZ file:
```
53
Properties=species:S:1:pos:R:3:nbo_charge:R:1
S 2.8965 -2.4360 -1.6499 -0.15
S 2.6040 -0.5150 -1.0805 0.11
C 1.5201 -0.1990 0.3125 -0.60
C 0.0045 -0.3654 0.1767 -0.19
C -0.6122 -1.6925 0.6035 0.46
O -1.6526 -1.6385 1.2189 -0.55
N -0.5534 0.7811 0.9269 -0.65
C -1.7425 1.4056 0.2728 -0.43
H 3.5370 -3.0478 -0.6505 0.14
H 1.7274 0.8389 0.6407 0.31
H 1.9069 -0.7800 1.1771 0.20
H -0.2156 -0.1505 -0.8794 0.23
H -0.0050 -2.5865 0.4582 0.15
H -0.8128 0.4808 1.8538 0.39
H -1.5901 1.7630 -0.7500 0.22
H -2.5834 0.6559 0.2393 0.19
H -1.9469 2.2036 0.9355 0.22
H -4.1462 -1.5313 2.6436 0.47
H -3.0932 -0.7253 1.9659 0.50
O -4.0561 -0.8104 2.0232 -0.96
H -2.4534 -2.4040 -1.2627 0.51
H -2.4403 -2.7757 -2.7763 0.48
O -1.9976 -2.2703 -2.0977 -1.00
H 2.7612 0.3557 3.8449 0.54
H 1.2928 0.8166 3.3826 0.49
O 1.8030 0.2140 3.9228 -0.97
H 0.0279 2.1646 1.0279 0.48
H 0.8414 2.8962 -0.1697 0.50
O 0.7737 2.7922 0.8051 -1.06
H -0.4295 0.7187 5.1811 0.47
H 0.4768 -0.0238 4.0691 0.47
O -0.4435 0.0727 4.4420 -1.00
H 3.1262 -1.3552 2.8417 0.46
H 3.7794 -1.1234 1.5783 0.46
O 4.0114 -1.4115 2.4676 -0.92
H -4.4454 -1.8234 0.4349 0.50
H -4.5181 -0.7434 -0.7276 0.48
O -4.3562 -1.6511 -0.4990 -0.99
H -0.7759 -1.8210 -3.7869 0.50
H 0.8546 -2.0364 -3.6647 0.50
O 0.0844 -1.8916 -4.2208 -0.99
H 0.5947 3.7413 -2.3270 0.48
H 0.3182 2.2292 -2.1957 0.50
O 0.9069 2.9582 -1.8752 -0.98
H -1.3418 0.6081 -2.6366 0.48
H -0.5748 1.2434 -3.7650 0.51
O -0.9725 1.4578 -2.9031 -0.98
H 2.5321 2.3686 1.9822 0.50
H 3.9986 1.8762 1.6008 0.48
O 3.4186 2.1448 2.3086 -0.99
H 0.1441 -0.2464 -5.1752 0.50
H 1.3826 0.5933 -5.1809 0.48
O 0.4342 0.6749 -5.0640 -0.97
```



3.
Here is a single C14H21N3O2 molecule from OMol25. Energies are from wB97M-V/def2-TZVPD.

Output
LUMO: 0.707 eV
Net charge: 0
SMILES: CCNCC(=O)Nc1ccc(N2CCOCC2)cc1
Total energy: -23423.907 eV
HOMO energy: -7.41 eV
Multiplicity: 1

XYZ file:
```
40
Properties=species:S:1:pos:R:3:nbo_charge:R:1
C 1.0131 2.5387 4.7899 -0.62
C 1.4115 1.0667 4.7265 -0.22
N 0.3858 0.2145 5.3128 -0.61
H 0.7735 -0.7083 5.4852 0.37
C -0.8187 0.0542 4.5126 -0.31
C -0.5263 -0.6519 3.1841 0.66
O -0.2364 -1.8301 3.1459 -0.62
N -0.5552 0.1763 2.1061 -0.60
C -0.2836 -0.1121 0.7604 0.11
C -0.3202 0.9334 -0.1553 -0.23
C -0.0721 0.7167 -1.4958 -0.22
C 0.2307 -0.5613 -1.9758 0.15
C 0.2807 -1.6001 -1.0377 -0.23
C 0.0248 -1.3883 0.2992 -0.22
H 0.0730 -2.2080 0.9957 0.26
H 0.5475 -2.5963 -1.3542 0.21
N 0.5559 -0.8153 -3.3025 -0.43
C 0.7040 0.2663 -4.2543 -0.24
H 1.1300 1.1435 -3.7699 0.21
C -0.6322 0.5962 -4.9323 -0.09
H -0.5024 1.3463 -5.7142 0.19
O -1.1583 -0.5484 -5.5694 -0.53
C -1.3246 -1.6081 -4.6536 -0.08
C 0.0012 -1.9774 -3.9710 -0.24
H -0.1706 -2.7868 -3.2654 0.21
H 0.7177 -2.3101 -4.7296 0.20
H -1.7131 -2.4485 -5.2308 0.20
H -2.0591 -1.3250 -3.8821 0.16
H -1.3509 0.9674 -4.1852 0.16
H 1.4055 -0.0766 -5.0237 0.20
H -0.1276 1.5618 -2.1637 0.20
H -0.5552 1.9344 0.1820 0.20
H -0.7895 1.1443 2.2779 0.40
H -1.2796 1.0323 4.3623 0.19
H -1.5063 -0.5728 5.0858 0.23
H 2.3145 0.9257 5.3254 0.20
H 1.6550 0.7923 3.6862 0.16
H 0.7003 2.7874 5.8002 0.22
H 0.1959 2.7653 4.1095 0.19
H 1.8613 3.1616 4.5184 0.21
```



4.
Here is a 8-piece molecular cluster, C24H64O24S8 overall from OMol25. Energies are from wB97M-V/def2-TZVPD.

Output
LUMO: 0.230 eV
Net charge: 0
SMILES: CCOS(C)(=O)=O.CCOS(C)(=O)=O.CCOS(C)(=O)=O.CCOS(C)(=O)=O.CCOS(C)(=O)=O.CCOS(C)(=O)=O.CCOS(C)(=O)=O.CCOS(C)(=O)=O
Total energy: -161742.428 eV
HOMO energy: -10.63 eV
Multiplicity: 1

XYZ file:
```
120
Properties=species:S:1:pos:R:3:mulliken_charge:R:1
O -4.0708 2.6392 1.4661 -0.56
S -5.2877 1.9412 1.5771 1.20
O -5.8760 2.2415 2.8553 -0.71
O -6.2515 2.3214 0.3869 -0.24
C -6.7282 3.7605 0.4291 -0.36
C -7.6111 3.8857 -0.7739 -0.99
C -5.2299 0.1463 1.3069 -0.57
H -5.7217 4.2223 0.2907 0.29
H -7.1587 3.9487 1.4102 0.38
H -6.9385 4.0755 -1.6711 0.24
H -8.3132 4.6705 -0.7444 0.38
H -8.0528 2.8697 -0.8169 0.26
H -6.2864 -0.1920 1.2977 0.44
H -4.7546 -0.2542 2.1959 -0.10
H -4.6253 -0.1473 0.4243 0.37
O -4.4093 -3.0277 1.4107 -0.59
S -4.1440 -3.8104 2.5822 1.18
O -4.7893 -5.1016 2.5818 -0.68
O -2.6774 -3.9692 2.8443 -0.11
C -1.9430 -5.1381 2.4068 -0.48
C -1.8122 -5.1003 0.9025 -0.83
C -4.7015 -2.9068 3.9822 -0.93
H -2.3889 -6.1345 2.7330 0.32
H -0.9071 -5.0657 2.8431 0.32
H -2.7427 -5.3009 0.3871 0.39
H -1.0435 -5.8526 0.5975 0.33
H -1.4179 -4.0769 0.6463 0.12
H -4.3308 -3.3319 4.8768 0.34
H -5.7435 -2.8854 3.9740 0.42
H -4.2591 -1.8552 3.9628 0.18
O 2.2975 4.3441 3.4367 -0.68
S 1.6682 3.2711 4.1728 1.15
O 2.4925 2.1600 4.5751 -0.66
O 0.9063 3.9359 5.4228 -0.23
C 1.7383 4.6994 6.2790 -0.17
C 1.0349 4.8475 7.6095 -1.44
C 0.2127 2.6279 3.3732 -0.37
H 1.9621 5.6452 5.8279 0.32
H 2.7130 4.1706 6.4861 0.32
H 0.0428 5.1787 7.5377 0.38
H 1.5018 5.5334 8.2910 0.39
H 1.0062 3.9101 8.0591 0.36
H -0.5536 3.3197 3.5929 0.65
H 0.0880 1.5896 3.6980 0.16
H 0.3559 2.6561 2.3118 -0.28
O 4.4369 -2.9038 0.4473 -0.58
S 4.6776 -1.7339 1.2883 1.10
O 5.9798 -1.3358 1.6678 -0.63
O 3.9629 -0.4477 0.6333 -0.20
C 4.0923 0.7885 1.3432 0.40
C 4.9472 1.7123 0.5663 -1.81
C 3.7156 -1.9437 2.7876 -0.62
H 4.5466 0.6868 2.3013 0.69
H 3.0409 1.0819 1.4177 -0.29
H 5.9957 1.5920 0.8134 0.40
H 4.6964 2.7422 0.7597 0.44
H 4.8720 1.5196 -0.4888 0.38
H 4.2883 -2.5978 3.4953 0.42
H 2.7356 -2.3537 2.4594 0.07
H 3.6400 -0.9712 3.2585 0.24
O -0.5423 3.4766 -2.7421 -0.68
S -0.0157 3.2790 -1.4189 0.98
O 0.4915 1.9996 -0.9556 -0.35
O 1.1168 4.4289 -1.2926 -0.38
C 2.0761 4.3805 -0.1688 0.86
C 3.0475 5.4715 -0.4182 -1.54
C -1.2409 3.7920 -0.2385 -0.81
H 2.6298 3.4595 -0.0350 -0.20
H 1.5174 4.5399 0.7885 0.04
H 2.7407 6.4666 -0.0256 0.33
H 3.3519 5.4847 -1.4222 0.42
H 3.9673 5.2849 0.1644 0.39
H -2.0746 3.0817 -0.3090 0.32
H -1.4316 4.8049 -0.5579 0.50
H -0.7573 3.8535 0.7358 0.06
O -0.6611 -1.1453 -4.3436 -0.59
S 0.1888 -0.3292 -5.1874 1.19
O 1.5487 -0.1741 -4.8568 -0.61
O 0.0715 -0.8654 -6.7083 -0.31
C 1.0578 -1.8534 -7.2313 0.06
C 0.6601 -1.8850 -8.7601 -1.33
C -0.6742 1.1789 -5.4778 -0.88
H 0.8734 -2.8470 -6.8155 0.24
H 2.0532 -1.5300 -6.9480 0.27
H 1.1042 -2.7647 -9.2361 0.39
H 0.9814 -1.0522 -9.3471 0.33
H -0.4239 -1.9991 -8.7732 0.33
H -0.7499 1.5964 -4.4604 0.19
H -1.6570 0.9511 -5.7891 0.35
H -0.0782 1.8315 -6.1363 0.33
O 0.3108 -4.0878 -2.7205 -0.55
S 1.2376 -5.1152 -3.0685 1.14
O 0.9708 -6.4145 -3.6883 -0.70
O 2.3590 -4.5127 -4.0383 -0.45
C 2.6566 -3.1462 -3.8827 1.02
C 3.7165 -2.8002 -4.9038 -1.75
C 2.1603 -5.5039 -1.6031 -0.71
H 3.0611 -2.9312 -2.8633 0.00
H 1.7970 -2.4537 -4.0237 0.04
H 4.0028 -1.7586 -4.7918 0.35
H 3.4351 -3.0438 -5.9352 0.29
H 4.5760 -3.3758 -4.6120 0.53
H 1.5657 -6.2027 -0.9902 0.37
H 2.4784 -4.6437 -1.0098 0.09
H 3.0868 -6.0276 -1.9161 0.34
O -0.1456 -2.1274 2.7270 -0.76
S -0.3179 -1.0519 1.7933 1.50
O 0.6799 0.0212 1.9365 -0.24
O -0.3959 -1.6064 0.3622 -0.30
C 0.7751 -2.0749 -0.4555 -0.18
C 1.5794 -1.0203 -1.1835 0.46
C -1.9042 -0.4825 2.0155 -1.13
H 0.2584 -2.7076 -1.1413 0.33
H 1.2586 -2.8266 0.1916 0.21
H 1.9196 -0.2552 -0.5104 -0.49
H 0.9633 -0.5307 -1.9466 0.01
H 2.5026 -1.4306 -1.6259 -0.06
H -2.0658 0.3310 1.2907 0.12
H -1.9869 -0.2070 3.0397 0.52
H -2.5844 -1.2269 1.7313 0.18
```



5.
Here is a single C4H3NO2 molecule from OMol25. Energies are from wB97M-V/def2-TZVPD.

Output
LUMO: -0.283 eV
Net charge: 0
SMILES: O=Cc1ncco1
Total energy: -9778.082 eV
HOMO energy: -9.99 eV
Multiplicity: 1

XYZ file:
```
10
Properties=species:S:1:pos:R:3:nbo_charge:R:1
O -1.3338 2.3626 0.7240 -0.47
C -1.1003 1.5839 -0.1586 0.37
C -0.1994 0.4385 -0.0147 0.35
N 0.0194 -0.3429 -0.9948 -0.45
C 0.7884 -1.4149 -0.5169 -0.23
C 1.0689 -1.1030 0.7992 0.08
O 0.4541 0.0888 1.0919 -0.37
H -1.5448 1.6441 -1.1750 0.14
H 0.2048 -1.7909 -1.4063 0.35
H 1.6426 -1.4662 1.6513 0.23
```



So what do the calculations give for strongest force on any atom? Going down the list: 1.85 3.30 0.52 4.25 4.22 eV Å⁻¹.
So what do the calculations give for energy relative to the best compared isomer or geometry (same formula, charge and spin)? Going down the list: 1.05 105.75 42.78 53.61 83.13 kcal/mol.